Entry 1:
The following is a DFT calculation (ωB97M-V/def2-TZVPD) of 11 unconnected molecules or ions with the total composition C51H102F3NO20S9 at a distorted geometry.

Calculated values
- charge = 0

Geometry as XYZ:
```
186
Properties=species:S:1:pos:R:3:lowdin_charge:R:1
C -3.596 -5.497 -0.982 -0.09
C -2.341 -4.607 -1.252 -0.23
C -1.150 -5.207 -0.487 -0.17
C 0.069 -4.314 -0.804 -0.13
N 1.427 -4.832 -0.440 -0.16
C 2.676 -4.061 -0.967 -0.05
C 3.607 -5.132 -1.417 -0.18
C 3.017 -6.488 -1.279 -0.15
C 1.470 -6.246 -1.124 -0.07
C 1.535 -5.030 1.141 -0.04
C 1.392 -3.743 2.078 -0.19
C 1.728 -4.047 3.548 -0.09
H -4.454 -4.934 -1.349 0.05
H -3.916 -5.561 0.058 0.07
H -3.636 -6.489 -1.432 0.08
H -2.533 -3.555 -1.041 0.10
H -2.191 -4.708 -2.327 0.09
H -1.038 -6.237 -0.826 0.11
H -1.478 -5.209 0.552 0.09
H 0.029 -3.381 -0.241 0.12
H 0.161 -4.046 -1.856 0.12
H 3.032 -3.500 -0.103 0.11
H 2.372 -3.257 -1.638 0.12
H 4.494 -5.117 -0.784 0.12
H 3.988 -4.980 -2.427 0.12
H 3.351 -6.903 -0.328 0.10
H 3.280 -7.245 -2.018 0.12
H 1.031 -7.076 -0.570 0.12
H 0.959 -6.139 -2.080 0.13
H 2.438 -5.611 1.324 0.13
H 0.688 -5.660 1.412 0.12
H 0.408 -3.303 1.918 0.09
H 2.062 -2.926 1.809 0.08
H 1.481 -3.210 4.202 0.07
H 2.815 -4.090 3.617 0.07
H 1.324 -4.963 3.978 0.07
C 0.241 -0.077 -0.555 -0.40
O 0.679 -0.348 0.877 -0.13
O 0.890 -1.040 -1.259 -0.22
C -1.341 0.119 -0.835 -0.68
F -1.507 0.003 -2.128 0.15
F -2.167 -0.758 -0.348 0.16
F -1.798 1.280 -0.547 0.18
C 0.001 0.538 1.813 -0.25
C 0.726 0.401 3.169 -0.06
H 0.244 1.072 3.880 0.07
H 0.739 -0.589 3.625 0.06
H 1.775 0.686 3.082 0.05
H -1.047 0.255 1.916 0.08
H 0.104 1.592 1.555 0.09
H 0.732 0.865 -0.802 0.11
C -0.665 -3.396 -5.034 -0.21
C -0.325 -2.944 -6.504 -0.19
C -1.478 -2.054 -7.011 -0.18
S -2.434 -1.318 -5.525 0.78
O -3.837 -1.904 -5.576 -0.38
O -2.239 0.143 -5.468 -0.36
C -1.364 -2.248 -4.264 -0.20
H 0.171 -3.961 -4.621 0.11
H -1.512 -4.081 -4.985 0.10
H -0.167 -3.855 -7.081 0.11
H 0.615 -2.393 -6.465 0.08
H -2.192 -2.657 -7.572 0.09
H -1.168 -1.152 -7.538 0.09
H -2.039 -2.358 -3.416 0.08
H -0.536 -1.592 -3.997 0.07
C 2.993 -0.233 -6.561 -0.21
C 2.054 0.012 -5.358 -0.17
C 2.982 -0.012 -4.061 -0.17
S 4.435 -1.103 -4.488 0.72
O 4.212 -2.314 -3.654 -0.38
O 5.653 -0.304 -4.474 -0.34
C 3.952 -1.419 -6.246 -0.21
H 3.730 0.569 -6.606 0.11
H 2.503 -0.419 -7.516 0.11
H 1.135 -0.560 -5.228 0.08
H 1.576 0.987 -5.448 0.11
H 2.525 -0.424 -3.162 0.07
H 3.465 0.920 -3.769 0.07
H 3.285 -2.281 -6.267 0.08
H 4.877 -1.699 -6.750 0.10
C 5.283 0.897 0.325 -0.22
C 6.134 1.103 1.666 -0.13
C 6.361 -0.393 2.209 -0.20
S 4.903 -1.303 1.616 0.69
O 4.136 -1.645 2.818 -0.36
O 5.392 -2.394 0.791 -0.34
C 4.086 0.016 0.599 -0.19
H 5.909 0.384 -0.405 0.12
H 5.035 1.865 -0.109 0.08
H 5.477 1.625 2.362 0.08
H 7.105 1.583 1.548 0.11
H 6.497 -0.561 3.277 0.09
H 7.141 -1.046 1.818 0.09
H 3.456 0.537 1.320 0.09
H 3.556 -0.356 -0.277 0.10
C -5.267 -1.005 -1.234 -0.21
C -5.330 -0.830 -2.771 -0.20
C -6.784 -0.898 -3.258 -0.17
S -7.782 -1.720 -1.871 0.72
O -8.235 -2.957 -2.352 -0.33
O -8.687 -0.668 -1.279 -0.37
C -6.337 -1.981 -0.778 -0.22
H -5.281 -0.051 -0.708 0.08
H -4.347 -1.412 -0.816 0.08
H -4.642 -1.448 -3.348 0.07
H -4.915 0.117 -3.118 0.11
H -6.715 -1.522 -4.149 0.09
H -7.311 0.013 -3.538 0.10
H -6.038 -2.966 -1.138 0.08
H -6.568 -2.046 0.285 0.10
C -5.637 5.265 0.351 -0.20
C -4.175 4.964 -0.013 -0.17
C -3.944 3.370 -0.072 -0.17
S -5.553 2.568 0.374 0.73
O -5.279 1.486 1.367 -0.37
O -6.393 2.294 -0.805 -0.33
C -6.216 4.040 1.187 -0.22
H -6.299 5.236 -0.514 0.10
H -5.855 6.183 0.896 0.11
H -3.524 5.319 0.785 0.06
H -3.937 5.560 -0.894 0.11
H -3.206 2.904 0.581 0.07
H -3.815 2.978 -1.081 0.09
H -5.796 4.115 2.191 0.09
H -7.293 3.976 1.344 0.10
C -3.414 -0.663 3.254 -0.17
C -4.828 -1.260 2.950 -0.19
C -4.669 -2.699 2.427 -0.21
S -3.234 -3.411 3.327 0.71
O -2.439 -4.136 2.357 -0.35
O -3.769 -3.996 4.570 -0.34
C -2.436 -1.811 3.647 -0.21
H -3.386 0.072 4.058 0.12
H -3.047 -0.234 2.323 0.08
H -5.343 -0.656 2.203 0.08
H -5.338 -1.278 3.913 0.11
H -4.335 -2.541 1.401 0.08
H -5.506 -3.396 2.463 0.11
H -1.556 -1.837 3.004 0.07
H -1.988 -1.913 4.635 0.10
C 0.010 6.865 3.466 -0.23
C -0.542 6.467 4.847 -0.20
C -0.813 4.950 4.755 -0.19
S -1.579 4.743 3.085 0.77
O -3.081 4.963 3.090 -0.38
O -0.867 3.628 2.465 -0.36
C -0.882 6.327 2.347 -0.20
H 0.975 6.386 3.297 0.09
H 0.116 7.939 3.315 0.12
H -1.476 7.009 4.996 0.11
H 0.126 6.768 5.654 0.11
H -1.326 4.437 5.569 0.11
H 0.116 4.455 4.472 0.07
H -1.671 7.042 2.113 0.10
H -0.424 6.192 1.367 0.09
C 5.435 2.962 5.280 -0.20
C 4.034 2.298 5.225 -0.19
C 3.040 3.236 4.539 -0.20
S 3.835 4.936 4.433 0.72
O 2.891 5.881 5.046 -0.35
O 4.255 5.158 3.055 -0.33
C 5.219 4.443 5.492 -0.24
H 5.981 2.845 4.344 0.10
H 6.111 2.664 6.081 0.12
H 3.656 2.208 6.244 0.11
H 3.847 1.357 4.707 0.11
H 2.261 3.457 5.268 0.09
H 2.774 3.105 3.490 0.09
H 4.937 4.678 6.518 0.11
H 6.123 5.035 5.346 0.11
C 1.607 3.757 -0.653 -0.21
C 1.886 3.658 -2.146 -0.21
C 3.420 3.691 -2.226 -0.22
S 3.941 5.015 -1.056 0.73
O 4.003 6.342 -1.706 -0.34
O 5.005 4.447 -0.235 -0.35
C 2.416 4.973 -0.039 -0.19
H 2.024 2.843 -0.230 0.10
H 0.545 3.932 -0.483 0.11
H 1.516 4.585 -2.585 0.12
H 1.487 2.731 -2.558 0.11
H 3.889 3.735 -3.209 0.11
H 3.711 2.703 -1.869 0.08
H 1.797 5.839 -0.276 0.09
H 2.671 5.232 0.988 0.08
```

=====

Entry 2:
The following is a DFT calculation (ωB97M-V/def2-TZVPD) of 2 unconnected molecules or ions with the total composition C3H8N3O at a distorted geometry.

Calculated values
- relative energy (zero: lowest compared OMol25 entry of this formula, charge and spin) (kJ/mol) = 217.2
- charge = +1

Geometry as XYZ:
```
15
Properties=species:S:1:pos:R:3:lowdin_charge:R:1
C 1.298 -0.143 -0.090 -0.16
C -2.057 0.208 0.418 -0.20
C 2.518 -0.446 0.011 -0.21
N -2.533 -0.964 0.212 0.22
N 3.620 0.349 0.324 0.04
N -2.384 1.274 -0.340 0.22
O 0.154 -0.154 -0.342 0.10
H -1.552 0.448 1.355 0.17
H 2.647 -1.466 -0.395 0.15
H -2.475 -1.801 0.773 0.16
H -2.934 -1.063 -0.678 0.13
H 3.913 0.990 -0.431 0.11
H 4.284 -0.282 0.664 0.06
H -2.655 0.998 -1.217 0.10
H -1.845 2.052 -0.265 0.10
```

=====

In eV, the orbital gap values for the records above are, in order, 7.60; 8.38.